Density functional theory data (ωB97M-V/def2-TZVPD) for 5 unconnected molecules or ions with the total composition C30H63ClN3O11 at a distorted geometry.

CARTESIAN COORDINATES (ANGSTROEM)
C 3.61087 4.10192 4.08124
C 2.76771 3.73595 5.41899
O 2.92886 4.33697 6.50765
O 1.79789 2.67418 5.24334
C 0.53858 3.30662 4.80447
C -0.44950 2.26214 4.09445
C -0.53941 2.40570 2.49683
C 0.87773 2.23576 1.78744
C 1.54365 3.32682 0.90558
C 2.92617 3.10906 0.24304
C 3.64139 4.19846 -0.72204
C 2.87061 5.60342 -0.71978
O 3.01464 6.18157 0.60423
N 3.62064 1.90484 0.47753
N 3.04031 0.99871 1.24541
C 3.88458 -0.25459 1.43413
C 3.71670 -1.28832 0.19432
C 2.21343 -1.43621 -0.33759
Cl 1.29827 -2.68481 0.64571
C 1.79105 0.94498 1.91963
N 1.28772 -0.19244 2.71155
H 2.83469 4.05784 3.22584
H 4.38651 3.27689 3.93547
H 4.05904 5.14878 4.13426
H -0.00671 3.71222 5.73796
H 0.80453 4.20821 4.15475
H -1.52271 2.40697 4.49978
H -0.08771 1.21039 4.40590
H -1.34594 1.68438 2.12930
H -0.87290 3.49392 2.28907
H 1.01238 4.32388 0.72181
H 3.55059 3.78137 -1.79891
H 4.73861 4.25618 -0.40731
H 3.37773 6.27273 -1.51210
H 1.78933 5.45311 -1.06109
H 2.09238 6.34604 0.90553
H 3.74395 -0.72904 2.45858
H 4.99106 0.08072 1.39549
H 4.22847 -2.26647 0.47898
H 4.31967 -0.81705 -0.67551
H 1.68104 -0.42234 -0.41565
H 2.27172 -1.83239 -1.42257
H 0.25603 -0.21482 2.57862
H 1.48162 -0.05918 3.71998
C 0.04276 7.08920 -6.08836
O 0.00790 5.67625 -6.24681
C 1.20682 5.04980 -5.79758
C 1.01045 4.40492 -4.43172
O 0.81142 5.38541 -3.41400
C -0.55521 5.49937 -3.03716
H -0.96322 7.47582 -6.25984
H 0.35981 7.37598 -5.08223
H 0.71859 7.52924 -6.82872
H 2.03772 5.76324 -5.77814
H 1.44976 4.26957 -6.52521
H 1.92284 3.85584 -4.16877
H 0.18472 3.68376 -4.45098
H -0.85490 4.62412 -2.45130
H -1.20868 5.60098 -3.90882
H -0.66389 6.38922 -2.41396
C 1.76828 -5.47669 3.73176
O 0.62062 -5.94300 3.03622
C 0.93018 -6.38823 1.71590
C 0.98052 -7.90887 1.64537
O 2.08608 -8.42838 2.37872
C 1.69495 -8.96683 3.63511
H 1.49996 -5.34468 4.78157
H 2.59553 -6.18840 3.67018
H 2.08152 -4.50862 3.32476
H 1.87041 -5.94848 1.36548
H 0.12707 -6.03028 1.06377
H 1.12546 -8.20670 0.60028
H 0.03734 -8.35116 1.98727
H 1.16699 -9.91339 3.48667
H 1.05844 -8.27280 4.19319
H 2.59686 -9.15939 4.21865
C -1.80895 1.52015 -1.11503
O -3.03887 2.21591 -0.99212
C -3.70977 2.35633 -2.24588
C -4.85351 1.35831 -2.37328
O -4.37056 0.02028 -2.46632
C -4.50875 -0.69175 -1.24256
H -1.45403 1.27505 -0.11173
H -1.92358 0.59166 -1.68039
H -1.06656 2.16209 -1.60318
H -3.00645 2.25329 -3.07937
H -4.11977 3.37035 -2.27442
H -5.39624 1.56467 -3.30296
H -5.56414 1.46454 -1.54520
H -5.56132 -0.93392 -1.06939
H -4.11727 -0.12011 -0.39448
H -3.94651 -1.62401 -1.32492
C -2.39719 -4.57840 -0.88805
O -3.69316 -4.19145 -1.32343
C -4.02982 -4.75307 -2.59230
C -4.97537 -5.93680 -2.43631
O -4.32974 -7.04058 -1.80712
C -4.69329 -7.16986 -0.43908
H -2.28702 -4.28508 0.15792
H -2.25015 -5.65889 -0.96426
H -1.63658 -4.05816 -1.48050
H -3.12854 -5.04224 -3.14343
H -4.53629 -3.96833 -3.16266
H -5.28124 -6.27477 -3.43322
H -5.88257 -5.64813 -1.89243
H -5.71881 -7.54249 -0.35968
H -4.60369 -6.21892 0.09588
H -4.02264 -7.89558 0.02436

HOMO energy: -0.395 Eh
M: 677.30 g/mol
HOMO-LUMO gap: 6.3 eV
total charge: +1